Computed, not measured: a cluster of 3 separate species, C9H23ClN4O2P in total in a non-equilibrium geometry, with ωB97M-V with the def2-TZVPD basis set.

* Kohn-Sham gap: 0.2128 hartree
* net charge: +1

Structure (XYZ):
```
40
Properties=species:S:1:pos:R:3:forces:R:3
N -0.498 1.379 -3.582 -0.268 -1.614 -2.134
P -0.760 0.574 -4.960 3.217 1.818 3.785
N -2.442 0.067 -5.244 -3.331 0.065 -0.924
C -3.585 0.708 -4.828 0.557 1.088 1.033
N -3.490 2.010 -4.062 -0.200 -3.153 -1.984
N -4.985 0.140 -5.130 4.229 0.283 0.818
Cl -5.506 -0.456 -3.560 -0.167 0.270 -0.231
H 0.175 0.844 -2.976 -0.900 0.547 -0.358
H 0.048 -0.621 -4.918 -1.080 0.256 -0.888
H -0.326 1.359 -6.095 -1.093 -0.813 0.258
H -2.581 -0.825 -5.807 0.147 1.463 0.823
H -2.739 2.640 -4.420 -0.508 -1.111 0.674
H -3.429 1.854 -3.031 -0.114 0.162 -1.148
H -4.816 -0.724 -5.695 -0.347 0.767 0.471
C 3.346 -0.004 0.432 0.339 0.394 0.320
C 2.231 -0.995 0.644 -0.069 -0.709 0.142
C 1.062 -0.306 -0.024 -0.436 0.168 0.233
O 1.601 0.487 -1.091 0.001 -0.103 -0.109
C 3.027 0.542 -0.943 0.236 0.125 -0.442
H 4.344 -0.444 0.494 -0.120 0.080 -0.046
H 3.277 0.798 1.177 0.049 -0.091 -0.085
H 2.462 -1.931 0.121 -0.034 0.061 0.041
H 2.045 -1.228 1.696 -0.077 0.099 -0.235
H 0.550 0.370 0.669 -0.005 -0.128 0.059
H 0.331 -1.014 -0.425 0.029 0.092 -0.059
H 3.468 -0.081 -1.729 0.107 0.035 0.024
H 3.372 1.570 -1.078 -0.148 -0.075 -0.063
C -0.628 -0.594 5.470 -0.542 -0.364 0.150
C 0.820 -0.480 5.871 0.381 0.344 0.419
C 1.533 -0.875 4.597 0.297 -0.264 -0.218
O 0.689 -0.478 3.507 -0.143 0.023 0.269
C -0.597 -0.123 4.033 -0.073 0.303 -0.322
H -1.305 -0.007 6.097 0.069 -0.071 -0.105
H -0.944 -1.643 5.513 -0.019 0.134 0.007
H 1.054 0.561 6.123 0.017 -0.137 0.008
H 1.091 -1.107 6.724 -0.007 0.079 -0.129
H 1.668 -1.960 4.536 0.077 -0.003 0.075
H 2.512 -0.396 4.498 -0.106 -0.035 -0.103
H -0.694 0.967 3.970 -0.102 -0.009 0.019
H -1.383 -0.579 3.425 0.135 0.024 -0.046
```
Positions in Å, forces in eV/Å.

***

Computed, not measured: a cluster of 2 separate species, C2H11N7 in total in a non-equilibrium geometry, with ωB97M-V with the def2-TZVPD basis set.

* SMILES: [H]/N=C(\N)NN.N=C(N)N
* Kohn-Sham gap: 0.3162 hartree
* energy relative to the best compared isomer or geometry (same formula, charge and spin): 0.0 kJ/mol

Structure (XYZ):
```
20
Properties=species:S:1:pos:R:3:forces:R:3
N -0.403 1.106 -1.192 0.221 -0.470 -0.475
C -0.771 -0.904 1.563 -0.177 -1.579 -1.731
N -1.386 0.307 -1.834 -0.554 -0.560 -0.141
N -1.471 0.144 2.024 -2.058 1.620 0.615
N -1.204 -1.627 0.602 -0.049 -0.438 0.039
H -0.573 1.288 -0.205 -0.103 -0.128 -0.519
H -0.995 0.041 -2.749 -0.070 0.520 0.457
H -1.455 -0.586 -1.322 0.091 0.394 -0.042
H -2.403 0.131 1.611 0.243 0.159 0.094
H -1.556 0.136 3.034 0.149 0.243 -0.080
H -0.539 -2.380 0.410 -0.150 0.285 -0.223
C 0.891 0.882 -1.584 0.249 -0.953 -0.983
N 1.819 1.363 -0.728 1.156 0.866 1.634
N 0.397 -1.069 2.197 2.290 -0.179 0.974
N 1.219 0.295 -2.686 -0.699 0.243 0.140
H 2.767 1.047 -0.877 -0.255 0.094 0.010
H 1.553 1.373 0.246 0.140 0.144 -0.026
H 1.080 -1.639 1.713 -0.169 0.062 0.208
H 0.796 -0.214 2.566 0.009 -0.227 0.082
H 2.233 0.306 -2.789 -0.263 -0.096 -0.032
```
Positions in Å, forces in eV/Å.

***

Computed, not measured: a structure of composition C7H18CuFO2P in a non-equilibrium geometry, with ωB97M-V with the def2-TZVPD basis set.

* 2S+1: 2
* Kohn-Sham gap (spin up / spin down): 0.3337 / 0.1948 hartree
* net charge: +2

Structure (XYZ):
```
30
Properties=species:S:1:pos:R:3:forces:R:3
C -1.627 -1.558 -4.170 -0.128 -0.019 -0.011
C -0.417 -1.753 -3.257 0.091 0.033 0.126
C -0.518 -1.006 -1.918 -0.277 0.207 -0.103
C 0.703 -1.136 -1.006 0.252 -0.336 0.061
O 0.899 -0.042 -0.146 -0.144 0.050 0.222
P 0.621 -0.345 1.538 -0.122 -0.072 -0.113
F 0.348 -0.660 3.154 0.092 0.003 -0.145
C 1.327 1.281 1.955 0.071 0.126 0.060
C 0.848 1.972 3.227 0.852 -0.085 0.054
C -0.748 1.984 3.455 -1.298 0.700 0.099
O -1.469 2.377 2.374 0.464 -0.479 0.245
H -1.682 -2.343 -4.927 0.060 0.126 0.109
H -1.605 -0.597 -4.689 0.010 -0.047 0.123
H -2.549 -1.596 -3.582 0.109 -0.057 -0.071
H 0.489 -1.440 -3.856 0.121 -0.002 -0.080
H -0.230 -2.817 -3.078 0.011 0.106 0.013
H -1.401 -1.397 -1.400 0.110 0.142 -0.024
H -0.716 0.066 -2.085 0.017 -0.161 -0.013
H 0.668 -2.089 -0.451 -0.041 0.097 -0.122
H 1.665 -1.288 -1.576 0.036 0.094 -0.154
H 1.446 -1.462 1.476 -0.002 -0.110 0.139
H -0.750 -0.494 1.326 -0.027 0.020 -0.026
H 2.377 1.041 2.200 -0.092 0.079 -0.137
H 1.350 1.928 1.076 -0.117 -0.082 0.177
H 1.135 1.423 4.132 -0.109 0.069 -0.101
H 1.260 2.983 3.297 -0.193 -0.098 -0.074
H -1.172 1.073 3.868 0.210 -0.103 -0.231
H -0.772 2.820 4.210 0.248 -0.173 -0.100
H -1.182 3.241 2.024 -0.026 0.215 0.033
Cu 1.701 -0.167 -3.173 -0.177 -0.242 0.040
```
Positions in Å, forces in eV/Å.